# 1
This record from the OMol25 dataset describes a structure of composition C6H20KN4O4. The level of theory is the ωB97M-V functional and the def2-TZVPD basis.

Results
**Spin multiplicity**: 1
**Electronic energy**: -1360.446042 a.u.
**Lowest unoccupied orbital energy**: -2.668 eV
**Orbital gap**: 10.223 eV
**Total charge**: +1
**HOMO**: -12.8907 eV

XYZ file:
```
35
Properties=species:S:1:pos:R:3:mulliken_charge:R:1
K 29.86 30.10 2.19 0.968
C 27.29 33.88 2.23 -1.097
C 27.98 33.43 3.51 -0.215
O 29.20 32.77 3.10 -0.415
H 27.68 34.79 1.76 0.376
H 26.22 34.12 2.29 0.392
H 27.29 33.18 1.39 0.173
H 27.35 32.72 4.04 0.418
H 28.14 34.36 4.07 0.224
H 29.65 33.34 2.48 0.170
C 28.47 31.97 -1.54 -0.768
C 29.78 32.61 -1.08 -0.275
O 29.97 32.13 0.27 -0.359
H 27.68 32.39 -0.91 0.195
H 28.47 30.89 -1.41 0.047
H 28.16 32.26 -2.54 0.400
H 29.77 33.70 -1.05 0.369
H 30.59 32.18 -1.69 0.247
H 30.38 32.86 0.73 0.180
C 27.22 28.18 0.25 0.619
O 27.90 28.44 1.26 -0.666
N 25.92 27.85 0.33 -0.383
N 27.69 28.34 -1.02 -0.405
H 25.46 27.76 1.21 0.232
H 25.38 27.70 -0.50 0.159
H 28.68 28.44 -1.15 0.228
H 27.15 28.04 -1.80 0.165
C 30.25 30.10 5.76 0.600
O 29.81 29.29 4.95 -0.690
N 29.86 31.41 5.79 -0.271
N 31.28 29.82 6.60 -0.457
H 29.26 31.72 5.05 0.207
H 30.15 32.11 6.44 0.172
H 31.78 28.99 6.33 0.256
H 31.81 30.55 7.04 0.202
```


# 2
This record from the OMol25 dataset describes a structure of composition C10H25K3O15. The level of theory is the ωB97M-V functional and the def2-TZVPD basis.

Results
**Spin multiplicity**: 1
**Electronic energy**: -3324.654577 a.u.
**Lowest unoccupied orbital energy**: 1.624 eV
**Orbital gap**: 3.109 eV
**Total charge**: -2
**HOMO**: -1.4848 eV

XYZ file:
```
53
Properties=species:S:1:pos:R:3:mulliken_charge:R:1
K -3.60 1.39 -0.40 1.045
K -0.60 4.20 -1.78 0.967
K 3.19 0.14 2.57 1.000
C 0.86 0.42 0.03 -0.674
C -0.57 0.50 -0.47 0.388
O -1.33 -0.35 0.06 -0.258
O -0.99 1.37 -1.29 -0.945
H 0.86 0.72 1.09 0.101
H 1.54 1.15 -0.41 0.173
H 1.21 -0.60 -0.07 0.161
C -2.83 0.28 3.11 -0.142
C -4.31 0.07 2.68 0.386
O -4.75 -1.09 2.75 -0.759
O -4.93 1.10 2.29 -0.787
H -2.34 0.95 2.39 -0.167
H -2.29 -0.66 3.16 0.156
H -2.84 0.76 4.09 0.371
C 2.37 -4.21 -0.98 -0.451
C 2.63 -5.53 -1.74 0.445
O 1.90 -6.51 -1.44 -0.748
O 3.56 -5.53 -2.59 -0.758
H 3.08 -4.20 -0.14 0.194
H 1.34 -4.08 -0.66 0.247
H 2.49 -3.31 -1.58 0.087
C 0.46 3.29 4.30 -0.722
C 1.46 3.62 3.18 0.616
O 1.61 4.79 2.80 -0.783
O 2.05 2.62 2.67 -0.658
H 0.05 4.20 4.73 0.303
H 0.94 2.68 5.06 0.260
H -0.38 2.76 3.85 0.009
C 2.34 0.56 -3.05 -0.073
C 1.74 -0.15 -4.30 0.404
O 2.07 0.29 -5.41 -0.792
O 0.94 -1.08 -4.03 -0.735
H 3.38 0.82 -3.25 0.402
H 2.24 -0.10 -2.19 -0.148
H 1.74 1.46 -2.87 -0.106
O -0.77 -2.45 -2.28 -0.674
H -0.13 -1.96 -2.86 0.612
H -1.18 -1.68 -1.88 0.165
O 1.48 4.14 0.24 -0.633
H 1.73 4.46 1.14 0.338
H 1.63 3.19 0.28 0.275
O -0.86 1.26 -4.39 -0.557
H -1.48 1.99 -4.40 0.208
H -0.91 0.89 -3.50 0.358
O -3.96 -1.64 -0.25 -0.626
H -4.21 -1.68 0.69 0.370
H -3.04 -1.33 -0.23 0.293
O -1.13 -2.91 1.67 -0.610
H -0.51 -2.94 2.40 0.255
H -0.93 -2.07 1.21 0.217
```


# 3
This record from the OMol25 dataset describes a cluster of 2 separate species, C3H9NO in total. The level of theory is the ωB97M-V functional and the def2-TZVPD basis.

Results
**Relative energy (zero: lowest compared OMol25 entry of this formula, charge and spin)**: 2.214 eV
**Spin multiplicity**: 2
**Electronic energy**: -249.554824 a.u.
**Lowest unoccupied orbital energy (spin up / spin down)**: 3.430 / 3.412 eV
**Orbital gap (spin up / spin down)**: 2.374 / 7.114 eV
**Total charge**: -1
**HOMO (spin up / spin down)**: 1.0559 / -3.7022 eV
**Expectation value of S²**: 0.75

XYZ file:
```
14
Properties=species:S:1:pos:R:3:mulliken_charge:R:1
C -3.41 0.82 -0.23 -1.392
O -3.27 2.16 0.28 -0.166
H -3.02 0.84 -1.27 0.366
H -4.48 0.59 -0.35 0.284
H -2.97 0.06 0.41 0.410
C 2.75 -1.16 -0.01 -1.942
C 3.54 -0.32 0.73 -0.043
N 1.40 -1.07 -0.52 -0.823
H 3.06 -2.13 0.34 -0.002
H 3.96 -0.78 1.64 0.154
H 4.02 0.65 0.52 0.379
H 1.27 -1.83 -1.19 0.920
H -4.15 2.35 0.59 0.249
H 1.28 -0.17 -0.97 0.605
```


# 4
This record from the OMol25 dataset describes an isolated molecule of C3H9N5. The level of theory is the ωB97M-V functional and the def2-TZVPD basis.

Results
**Relative energy (zero: lowest compared OMol25 entry of this formula, charge and spin)**: 7.093 eV
**Spin multiplicity**: 1
**Electronic energy**: -393.252839 a.u.
**Lowest unoccupied orbital energy**: 0.902 eV
**Orbital gap**: 8.487 eV
**HOMO**: -7.5851 eV

XYZ file:
```
17
Properties=species:S:1:pos:R:3:mulliken_charge:R:1
H -2.99 0.57 1.02 0.222
N -2.12 0.98 0.77 -0.839
C -1.14 0.32 0.32 0.282
N -0.12 0.89 -0.34 0.381
N -0.27 2.20 -0.44 -0.993
C 0.75 0.32 -1.28 -0.084
N 0.91 -1.00 -1.42 -0.474
N 0.69 -1.86 -0.50 -0.180
C 1.12 -1.32 0.85 -0.940
H -1.02 -0.82 0.45 0.433
H 0.46 2.77 0.30 0.247
H -1.25 2.28 -0.35 0.264
H 1.06 0.98 -2.01 0.503
H 1.07 -2.82 -0.88 0.301
H 2.20 -1.03 0.93 0.337
H 0.21 -0.55 0.90 0.234
H 0.44 -1.91 1.68 0.306
```


# 5
This record from the OMol25 dataset describes a cluster of 6 separate species, C20H56N4O8 in total. The level of theory is the ωB97M-V functional and the def2-TZVPD basis.

Results
**Relative energy (zero: lowest compared OMol25 entry of this formula, charge and spin)**: 11.002 eV
**Spin multiplicity**: 1
**Electronic energy**: -1616.212637 a.u.
**Lowest unoccupied orbital energy**: 0.582 eV
**Orbital gap**: 9.303 eV
**HOMO**: -8.7207 eV

XYZ file:
```
88
Properties=species:S:1:pos:R:3:mulliken_charge:R:1
C -4.49 2.83 2.89 -1.022
O -4.17 1.49 2.47 -0.320
C -3.25 0.85 3.34 -1.303
C -2.48 -0.21 2.58 2.763
C -3.38 -1.43 2.26 -1.558
N -1.46 -0.66 3.48 -0.623
H -4.98 3.45 2.21 0.390
H -3.53 3.37 2.90 0.309
H -4.89 2.79 3.88 0.371
H -2.79 1.69 3.78 0.595
H -3.69 0.47 4.26 0.407
H -2.05 0.20 1.67 -1.148
H -4.33 -1.00 1.91 0.434
H -3.54 -2.23 3.08 0.276
H -2.89 -1.89 1.44 0.256
H -0.90 -1.38 3.14 0.135
H -0.85 0.11 3.65 0.219
C -0.90 1.64 -3.20 -0.957
O -1.34 1.87 -1.86 -0.377
C -0.79 3.02 -1.27 -1.110
C -1.60 3.30 0.05 1.558
C -3.06 3.27 -0.04 -1.767
N -1.29 4.59 0.67 -0.810
H -1.25 2.52 -3.81 0.405
H -1.23 0.67 -3.56 0.281
H 0.17 1.60 -3.22 0.339
H 0.32 2.99 -1.15 0.295
H -0.94 3.88 -1.88 0.620
H -1.48 2.59 0.82 -0.372
H -3.50 4.02 0.58 0.494
H -3.55 2.28 0.19 0.230
H -3.30 3.67 -1.00 0.359
H -0.29 4.56 0.53 0.322
H -1.33 4.46 1.70 0.363
C 1.93 0.16 4.46 -0.850
O 2.64 0.33 3.29 -0.571
C 1.72 0.35 2.21 0.446
C 2.49 0.94 1.12 2.265
C 3.43 0.01 0.39 -1.930
N 3.19 2.04 1.56 -0.899
H 1.38 -0.77 4.51 0.247
H 1.40 1.10 4.81 0.287
H 2.70 0.09 5.12 0.440
H 1.43 -0.73 2.00 -0.319
H 0.77 0.83 2.34 0.004
H 1.75 1.21 0.39 -1.098
H 4.10 -0.42 1.09 0.587
H 3.95 0.49 -0.45 0.516
H 2.87 -0.86 0.02 0.297
H 4.15 1.92 1.24 0.356
H 3.23 1.83 2.55 0.324
C 1.54 -2.84 -5.08 -1.018
O 1.13 -1.61 -4.51 -0.411
C 1.85 -0.60 -5.15 -0.957
C 3.11 -0.53 -4.30 0.296
C 2.90 -0.42 -2.81 -0.935
N 3.76 0.69 -4.67 -0.747
H 2.37 -3.45 -4.56 0.255
H 1.60 -2.86 -6.16 0.391
H 0.79 -3.51 -4.80 0.401
H 2.08 -0.69 -6.19 0.465
H 1.34 0.34 -4.84 0.173
H 3.72 -1.39 -4.60 0.402
H 2.44 -1.38 -2.48 0.270
H 2.32 0.46 -2.55 0.155
H 3.88 -0.48 -2.31 0.420
H 3.22 1.57 -4.57 0.248
H 4.03 0.68 -5.63 0.273
O -0.29 -2.33 -2.37 -0.588
C -1.03 -1.51 -1.47 -1.048
C -0.06 -0.68 -0.85 -0.166
O -0.48 0.15 0.01 0.268
H -0.01 -1.83 -3.14 0.542
H -1.80 -0.99 -2.00 0.402
H -1.48 -2.05 -0.67 0.154
H 0.56 -0.16 -1.51 0.189
H 0.68 -1.20 -0.28 0.378
H -1.00 0.81 -0.46 0.098
O 0.61 -2.96 2.60 -0.459
C -0.17 -3.49 1.57 0.777
C -0.65 -4.81 1.92 -0.541
O 0.36 -5.53 2.02 -0.503
H 0.70 -3.57 3.35 0.362
H -0.98 -2.81 1.39 -1.143
H 0.37 -3.56 0.70 0.235
H -1.29 -5.07 1.13 0.445
H -1.29 -4.86 2.76 0.409
H 1.08 -5.43 1.40 0.353
```


# 6
This record from the OMol25 dataset describes a structure of composition C13H12NP. The level of theory is the ωB97M-V functional and the def2-TZVPD basis.

Results
**Relative energy (zero: lowest compared OMol25 entry of this formula, charge and spin)**: 1.941 eV
**Spin multiplicity**: 1
**Electronic energy**: -898.555902 a.u.
**Lowest unoccupied orbital energy**: 0.191 eV
**Orbital gap**: 7.781 eV
**HOMO**: -7.5903 eV

XYZ file:
```
27
Properties=species:S:1:pos:R:3:mulliken_charge:R:1
C -2.42 -2.46 1.80 -0.746
C -2.80 -1.39 2.59 -0.253
C -1.36 -2.28 0.91 -0.520
C 1.75 0.29 -3.44 -0.177
C 0.38 0.60 -3.28 -0.615
C -2.06 -0.23 2.67 -0.576
C -0.63 -1.13 0.94 -0.440
C 2.72 0.49 -2.42 -1.094
C -0.11 0.96 -1.96 -0.133
C -1.00 -0.08 1.83 1.196
C 2.20 0.95 -1.22 0.587
C 0.80 1.10 -0.99 -0.075
C -0.22 1.17 1.94 -0.748
N 2.74 1.23 0.02 -0.424
P 0.94 1.60 0.70 0.452
H -3.06 -3.25 1.61 0.410
H -3.70 -1.50 3.25 0.289
H -1.09 -3.06 0.23 0.395
H 2.08 -0.23 -4.38 0.305
H -0.46 0.62 -4.03 0.287
H -2.23 0.33 3.62 0.242
H 0.21 -1.03 0.26 0.390
H 3.73 0.44 -2.75 0.373
H -1.16 1.02 -1.77 0.475
H -0.25 1.83 2.89 0.226
H 3.72 1.24 0.04 0.148
H 1.29 2.80 0.95 0.028
```


# 7
This record from the OMol25 dataset describes a structure of composition C11H13N3O5PSm. The level of theory is the ωB97M-V functional and the def2-TZVPD basis.

Results
**Relative energy (zero: lowest compared OMol25 entry of this formula, charge and spin)**: 0.000 eV
**Spin multiplicity**: 6
**Electronic energy**: -1965.988205 a.u.
**Lowest unoccupied orbital energy (spin up / spin down)**: -9.349 / -9.133 eV
**Orbital gap (spin up / spin down)**: 5.223 / 5.452 eV
**Total charge**: +2
**HOMO (spin up / spin down)**: -14.5720 / -14.5852 eV
**Expectation value of S²**: 8.79

XYZ file:
```
34
Properties=species:S:1:pos:R:3:mulliken_charge:R:1
O -1.57 3.49 -6.84 -0.091
C -1.55 2.89 -5.85 0.109
Sm -1.23 1.59 -2.37 0.932
C -2.05 2.08 0.05 0.143
O -2.44 2.46 1.08 -0.058
C -1.72 -0.64 -2.37 0.280
O -1.96 -1.76 -2.59 -0.113
C 1.19 1.23 -2.56 0.244
O 2.33 1.06 -2.74 -0.077
C -3.93 1.18 -2.58 0.303
O -5.01 0.77 -2.54 -0.109
H -1.50 0.62 -4.00 0.104
C 2.48 -0.58 2.09 -0.836
N 1.48 0.54 2.20 0.070
C 0.26 0.05 2.93 -0.802
N -0.29 -1.20 2.32 0.090
C 0.80 -2.23 2.21 -0.818
N 1.91 -1.74 1.40 0.202
C 1.53 -1.45 0.00 -1.180
P 0.23 -0.12 -0.19 0.563
C 1.16 1.10 0.90 -0.921
C -0.92 -0.95 1.03 -0.925
H 2.80 -0.88 3.10 0.312
H 3.34 -0.19 1.53 0.362
H -0.51 0.84 2.95 0.358
H 0.54 -0.16 3.98 0.287
H 0.35 -3.12 1.77 0.360
H 1.16 -2.46 3.23 0.311
H 2.41 -1.15 -0.58 0.443
H 1.14 -2.37 -0.47 0.439
H 0.55 2.00 0.98 0.502
H 2.06 1.34 0.32 0.510
H -1.19 -1.89 0.51 0.504
H -1.82 -0.33 1.12 0.504
```


# 8
This record from the OMol25 dataset describes a structure of composition C35H32N6O2Pd. The level of theory is the ωB97M-V functional and the def2-TZVPD basis.

Results
**Relative energy (zero: lowest compared OMol25 entry of this formula, charge and spin)**: 0.110 eV
**Spin multiplicity**: 1
**Electronic energy**: -1959.309739 a.u.
**Lowest unoccupied orbital energy**: -7.399 eV
**Orbital gap**: 5.801 eV
**Total charge**: +2
**HOMO**: -13.1996 eV

XYZ file:
```
76
Properties=species:S:1:pos:R:3:mulliken_charge:R:1
Pd -0.20 -0.02 0.07 -0.438
O 3.50 3.85 -0.14 -0.514
C 4.25 2.74 -0.07 1.169
C 5.64 2.82 -0.02 -0.839
C 6.41 1.67 0.05 -0.503
C 5.80 0.41 0.09 -1.048
C 4.43 0.33 0.05 -0.342
C 3.62 1.48 -0.04 0.175
C 2.18 1.30 -0.09 0.817
O 1.75 0.06 0.12 -0.447
N 1.36 2.30 -0.35 -1.221
N 0.08 1.88 -0.33 0.617
C -0.96 2.61 -0.52 -0.228
C -2.25 1.92 -0.37 0.693
C -3.46 2.57 -0.49 -0.954
C -4.63 1.85 -0.27 -0.287
C -4.55 0.51 0.07 -1.106
C -3.30 -0.08 0.17 0.013
N -2.18 0.59 -0.05 0.287
H 4.07 4.63 -0.15 0.361
H 6.12 3.79 -0.05 0.304
H 7.48 1.76 0.09 0.416
H 6.41 -0.48 0.15 0.433
H 3.95 -0.64 0.09 0.398
H -0.86 3.66 -0.74 0.462
H -3.49 3.61 -0.76 0.493
H -5.59 2.34 -0.36 0.451
H -5.44 -0.08 0.27 0.469
H -3.19 -1.13 0.43 0.404
C 2.44 -6.08 0.55 -1.470
C 1.35 -6.21 1.57 0.529
C 1.30 -7.29 2.45 -0.766
C 0.30 -7.41 3.40 -0.782
C -0.70 -6.46 3.47 -0.918
C -0.70 -5.38 2.59 -0.119
C 0.33 -5.26 1.67 0.331
N 0.36 -4.17 0.75 0.305
C 0.11 -2.88 1.02 -0.136
N 0.15 -2.48 2.31 0.109
C -0.03 -1.19 2.82 0.208
C -0.22 -0.03 2.09 1.501
C -0.36 1.22 2.65 -0.635
C -0.34 1.32 4.03 -1.237
C -0.16 0.18 4.80 -0.944
C -0.01 -1.07 4.23 1.169
C 0.20 -2.29 5.08 -1.614
N -0.12 -2.01 0.07 0.850
C -0.21 -2.36 -1.31 -0.398
C 0.84 -1.98 -2.15 -0.389
C 0.75 -2.22 -3.52 -0.946
C -0.37 -2.86 -4.02 -0.731
C -1.39 -3.26 -3.18 -0.844
C -1.34 -3.03 -1.81 1.377
C -2.44 -3.54 -0.91 -1.312
H 3.20 -6.85 0.70 0.421
H 2.93 -5.11 0.60 0.270
H 2.06 -6.21 -0.47 0.361
H 2.08 -8.04 2.39 0.419
H 0.30 -8.26 4.07 0.420
H -1.50 -6.56 4.19 0.453
H -1.51 -4.67 2.61 0.596
H 0.50 -4.38 -0.23 0.399
H 0.36 -3.21 2.98 0.071
H -0.48 2.11 2.06 0.457
H -0.45 2.29 4.50 0.456
H -0.13 0.26 5.88 0.437
H 0.18 -2.02 6.14 0.424
H 1.16 -2.76 4.89 0.416
H -0.59 -3.03 4.93 0.358
H 1.71 -1.49 -1.73 0.685
H 1.56 -1.93 -4.17 0.490
H -0.44 -3.06 -5.08 0.447
H -2.25 -3.77 -3.59 0.525
H -3.39 -3.55 -1.44 0.509
H -2.54 -2.95 0.00 -0.089
H -2.23 -4.56 -0.59 0.299
```